# C16H29ClFN3

A molecular structure, C16H29ClFN3 in a non-equilibrium geometry (wB97M-V/def2-TZVPD, the OMol25 dataset).

```
50
Properties=species:S:1:pos:R:3:forces:R:3
Cl -1.5755 -6.0173 0.5595 -0.4 0.7 -0.3
C -2.5492 -4.7306 -0.2215 0.1 -1.1 0.2
N -1.9927 -3.3669 0.0103 0.1 0.4 0.1
C -1.9722 -3.0088 1.4957 -0.4 -1.4 -0.1
C -1.4590 -1.6104 1.6628 0.4 1.2 -0.9
N -1.2039 -1.0858 0.2990 -0.9 -2.3 -0.1
F -0.6887 0.4398 0.4931 1.8 3.6 0.2
C -2.4280 -0.9951 -0.5164 1.0 0.7 0.6
C -2.9170 -2.3972 -0.7000 -0.8 -1.3 -0.5
C -0.1100 -1.8157 -0.3685 -0.3 1.2 0.5
C -0.5966 -3.2182 -0.5854 -0.3 -1.4 -0.2
H -2.5630 -4.9329 -1.2997 0.0 0.2 0.3
H -3.5627 -4.7807 0.1969 0.3 0.1 -0.1
H -3.0014 -3.1050 1.8540 0.2 -0.2 -0.1
H -1.3442 -3.7540 1.9904 -0.2 0.1 -0.1
H -2.1897 -0.9462 2.1303 0.2 -0.1 0.0
H -0.5113 -1.5713 2.2049 -0.2 0.0 0.0
H -3.1396 -0.3740 0.0333 0.1 0.0 -0.2
H -2.1560 -0.5169 -1.4608 -0.1 0.0 0.2
H -2.9272 -2.6943 -1.7565 -0.1 0.0 0.3
H -3.9156 -2.5463 -0.2714 0.2 0.0 -0.2
H 0.1063 -1.2901 -1.3044 0.1 -0.2 0.2
H 0.7587 -1.7717 0.2953 -0.1 0.0 -0.2
H 0.0359 -3.9678 -0.0995 -0.2 0.1 -0.2
H -0.6835 -3.4543 -1.6509 0.0 -0.1 0.2
C -0.5959 4.4654 0.4424 -0.3 0.2 0.1
C -0.9738 3.1937 1.2551 -0.4 0.6 0.1
C 0.1565 2.2483 1.0517 -0.5 -1.1 0.5
C 1.0513 2.7546 0.1098 1.4 -0.1 -1.3
N 2.1635 2.1588 -0.3431 -1.5 0.5 0.9
C 3.0706 2.7724 -1.2991 0.5 0.5 -0.4
C 4.2101 1.7608 -1.4827 0.0 0.1 -0.3
C 3.9816 0.6316 -0.4675 0.0 -0.2 0.3
C 2.6535 0.9227 0.2424 0.2 -0.5 0.3
C 0.6424 4.1113 -0.4032 -0.3 0.1 -0.1
H -1.4295 4.7930 -0.1912 0.3 0.0 0.2
H -0.3604 5.2895 1.1223 -0.1 -0.1 -0.1
H -1.1466 3.4234 2.3159 0.1 -0.1 -0.3
H -1.9153 2.7830 0.8660 0.1 -0.1 0.1
H 0.4235 1.5108 1.7987 0.3 0.5 0.0
H 2.5652 2.9968 -2.2517 0.0 -0.1 0.4
H 3.4561 3.7312 -0.9110 -0.2 -0.3 0.0
H 4.1864 1.3692 -2.5035 0.1 0.1 0.2
H 5.1750 2.2490 -1.3259 -0.2 -0.1 -0.1
H 3.9286 -0.3423 -0.9614 0.2 0.2 0.1
H 4.7811 0.5962 0.2774 -0.1 -0.1 -0.2
H 2.8010 1.0385 1.3289 -0.1 0.1 -0.3
H 1.9249 0.1071 0.1079 0.1 0.4 0.0
H 0.3970 4.0801 -1.4767 0.2 -0.1 0.2
H 1.4392 4.8665 -0.2922 -0.1 -0.5 0.0
```
Forces are in eV/Å.

Summary:
Electronic energy   -36753.29007 eV
LUMO   -0.262 Eh
Multiplicity   1
E_HOMO   -13.066 eV
Charge   +2
Kohn-Sham gap   5.9 eV

---

# C44H88O17

11 unconnected molecules or ions with the total composition C44H88O17 in a non-equilibrium geometry (wB97M-V/def2-TZVPD, the OMol25 dataset).

```
149
Properties=species:S:1:pos:R:3:forces:R:3
C 3.2291 2.5788 -2.8570 0.0 0.6 0.2
C 3.6629 1.9605 -1.5596 0.0 -0.7 0.6
O 4.9823 2.4575 -1.2425 0.0 0.3 -0.3
C 5.6034 1.8940 -0.2187 -0.1 0.1 0.1
O 5.2871 0.8797 0.3457 -0.3 -0.2 0.1
O 6.6570 2.6446 0.0987 0.1 0.2 -0.2
C 7.4282 2.1778 1.2032 0.5 0.2 0.0
H 3.9974 2.4139 -3.6120 -0.2 -0.1 -0.2
H 3.0954 3.6575 -2.7472 0.1 0.0 0.0
H 2.2594 2.1935 -3.1704 0.1 -0.2 -0.1
H 3.7001 0.8695 -1.6117 0.2 0.1 -0.2
H 3.0203 2.1929 -0.7067 -0.1 0.2 -0.2
H 7.5836 1.1045 1.1400 -0.2 0.0 0.2
H 6.9746 2.5035 2.1379 -0.2 -0.3 0.0
H 8.4006 2.6644 1.1318 -0.1 0.1 -0.2
C -2.1078 2.3122 -1.6113 -1.4 -0.6 -0.7
C -1.1250 3.4084 -1.8479 0.4 0.0 1.9
O -1.1968 3.7993 -3.2006 0.1 0.2 -0.4
C -0.6127 4.9685 -3.5110 0.0 -0.2 -0.1
O 0.0767 5.6128 -2.7781 0.2 0.1 0.2
O -0.8739 5.3397 -4.7621 -0.1 -0.1 0.1
C -1.8538 4.6004 -5.5116 0.6 0.0 -0.4
H -1.8516 1.3617 -2.0807 0.5 0.0 0.2
H -3.0618 2.5342 -2.1080 0.1 0.3 0.1
H -2.3745 2.1596 -0.5676 0.5 -0.1 0.1
H -0.1291 3.1094 -1.5005 0.2 -0.1 -0.7
H -1.3343 4.2427 -1.1705 -0.3 0.2 -0.4
H -1.5464 3.5639 -5.6335 -0.1 -0.1 0.2
H -1.8155 5.0671 -6.4932 -0.3 0.1 0.1
H -2.8309 4.6740 -5.0467 -0.1 0.0 0.0
C -3.4329 -1.2087 -2.3897 0.3 1.1 -0.2
C -2.8875 -1.0633 -3.8010 -0.2 -1.1 -0.3
O -3.1674 0.2157 -4.3754 0.7 0.3 -0.1
C -4.3165 0.3599 -5.0175 -0.4 -0.3 0.1
O -5.2628 -0.3855 -4.9538 0.2 0.2 -0.1
O -4.2493 1.4794 -5.7395 0.1 0.3 0.0
C -5.4815 1.8647 -6.3435 -0.7 -0.3 0.0
H -4.4590 -1.5610 -2.3709 0.1 -0.3 0.1
H -3.4201 -0.1985 -1.9671 -0.2 -0.1 0.1
H -2.7340 -1.7641 -1.7705 -0.3 -0.4 0.0
H -3.2676 -1.8249 -4.4885 -0.3 0.0 0.2
H -1.8091 -1.2219 -3.8242 0.1 0.6 0.1
H -5.3431 2.7971 -6.8784 0.3 0.0 0.1
H -6.2509 1.9935 -5.5806 0.1 0.0 0.0
H -5.8335 1.0924 -7.0263 0.1 0.0 0.0
C 3.7756 -3.8102 1.6217 -0.1 1.1 0.1
C 3.0483 -4.2405 0.3374 -0.6 -1.0 1.1
C 1.6769 -4.7160 0.8634 -0.3 0.6 -0.8
O 1.4650 -3.9593 2.0365 -0.4 -0.3 0.5
C 2.6977 -3.9251 2.7281 0.9 -0.6 -0.1
H 4.0436 -2.7519 1.5515 0.2 -0.1 -0.2
H 4.7016 -4.3493 1.8041 -0.1 -0.2 0.2
H 3.5212 -5.1054 -0.1204 0.3 0.5 -0.6
H 2.8594 -3.3661 -0.2715 0.4 -0.3 -0.6
H 1.5692 -5.7981 1.0115 0.4 0.0 0.4
H 0.8941 -4.4562 0.1419 -0.1 0.1 0.2
H 2.9166 -4.8375 3.3073 -0.5 -0.1 -0.1
H 2.6802 -3.1164 3.4541 0.0 0.2 -0.2
C -1.6613 -5.7458 -1.2899 -0.1 0.8 0.2
C -1.8872 -6.7774 -0.2065 -0.2 -0.5 0.6
C -3.2600 -6.4020 0.3837 0.2 0.0 -0.4
O -3.5462 -5.0825 -0.0492 -0.3 0.5 -0.4
C -2.4407 -4.5203 -0.7726 0.0 -1.1 0.8
H -2.1300 -6.0060 -2.2382 0.3 -0.3 -0.1
H -0.6030 -5.5126 -1.4042 0.0 -0.1 -0.3
H -1.0948 -6.7298 0.5444 -0.1 0.2 0.1
H -1.9094 -7.8210 -0.5228 0.1 0.1 -0.3
H -3.2824 -6.4535 1.4738 0.0 0.0 0.0
H -4.0452 -7.0410 -0.0293 0.0 -0.1 0.2
H -1.9058 -3.9262 -0.0220 0.4 0.2 -0.5
H -2.7998 -3.9427 -1.6176 -0.2 0.3 0.2
C -2.7794 3.5472 1.9317 -1.3 -0.4 -1.0
C -2.8039 4.7794 2.8226 0.3 -0.3 -0.1
C -1.9485 4.2779 4.0032 0.3 -0.1 -0.1
O -1.2092 3.1254 3.5408 0.0 0.0 -0.1
C -1.4174 2.9542 2.1329 -0.1 0.1 0.3
H -3.1036 3.6682 0.8905 0.5 0.6 0.0
H -3.5569 2.8411 2.2537 0.3 -0.1 0.5
H -3.8366 5.0434 3.0379 0.1 0.2 0.4
H -2.3052 5.6342 2.3628 -0.1 0.0 -0.1
H -2.5406 3.9673 4.8656 0.0 0.0 0.0
H -1.2085 5.0189 4.3165 -0.2 0.1 0.1
H -1.3821 1.8963 1.8729 0.1 0.0 0.2
H -0.6357 3.4767 1.5610 -0.1 0.0 0.0
C -1.7542 -1.5378 5.7032 0.7 -0.6 0.3
C -1.1149 -2.4251 4.6160 -1.1 0.7 -0.4
C 0.2855 -1.8481 4.4697 -0.1 -0.7 0.7
O 0.2285 -0.5014 4.9259 0.4 0.1 -0.3
C -0.9815 -0.2186 5.6034 -0.9 -0.4 -0.2
H -1.5334 -2.0611 6.6402 -0.1 0.4 0.2
H -2.8341 -1.4265 5.6357 0.0 0.0 -0.1
H -1.6312 -2.2912 3.6594 0.0 -0.1 0.1
H -1.2299 -3.4642 4.9144 0.5 -0.1 -0.2
H 0.6012 -1.9046 3.4294 0.2 0.2 0.0
H 0.9871 -2.4001 5.1102 0.1 0.0 -0.2
H -1.5809 0.4870 5.0190 0.2 0.2 0.0
H -0.7775 0.1971 6.5901 0.1 0.1 -0.1
C 3.3668 4.6558 2.1137 0.2 -0.5 0.3
C 2.6861 5.7689 1.3237 0.4 -0.3 -0.4
C 1.8616 4.9776 0.2775 -0.2 0.1 0.9
O 1.9145 3.6066 0.6800 0.4 -0.9 -0.4
C 2.3574 3.5232 2.0401 -0.9 1.1 0.0
H 3.6741 4.9248 3.1252 -0.2 0.1 0.0
H 4.2611 4.3151 1.5812 0.0 0.1 0.0
H 3.4603 6.3780 0.8584 -0.2 0.3 -0.1
H 2.0506 6.3914 1.9497 0.0 0.0 0.0
H 2.2385 5.0623 -0.7381 -0.1 0.0 -0.1
H 0.8090 5.2717 0.3227 0.0 0.2 -0.3
H 2.7090 2.5312 2.3091 0.2 -0.1 -0.4
H 1.4598 3.7348 2.6423 0.3 0.0 0.4
C 1.3899 -0.7107 -0.4288 0.4 -1.0 -1.3
C 1.9520 -0.5303 0.9529 -0.5 0.0 1.5
C 0.8567 0.2981 1.6207 -0.2 0.7 -0.2
O -0.3730 -0.1922 1.0569 -0.2 -0.3 0.1
C -0.1308 -0.6644 -0.2612 0.3 0.9 -0.5
H 1.6470 -1.6718 -0.8927 0.1 0.0 0.4
H 1.8006 -0.0166 -1.1665 -0.4 0.5 0.3
H 2.9242 -0.0494 1.0511 0.1 -0.1 -0.3
H 1.9551 -1.4745 1.5079 0.3 -0.1 -0.3
H 1.0016 1.3668 1.4048 -0.3 -0.1 -0.4
H 0.7542 0.2755 2.7063 0.2 -0.5 0.0
H -0.5763 0.0259 -0.9878 0.0 0.1 0.1
H -0.5843 -1.6335 -0.4870 -0.1 -0.1 0.7
C 4.7004 -2.3900 -4.0725 -0.3 0.1 -0.4
C 3.7307 -1.7778 -3.0593 0.1 0.4 0.0
C 4.6094 -1.6942 -1.8149 -0.5 -0.4 0.1
O 5.2951 -2.9347 -1.8494 0.3 0.0 0.5
C 5.6677 -3.1951 -3.1878 0.5 0.3 -0.3
H 5.2365 -1.5989 -4.6003 0.1 0.0 0.0
H 4.1788 -2.9687 -4.8357 0.1 -0.1 0.1
H 2.8915 -2.4619 -2.9174 0.0 0.1 0.3
H 3.3363 -0.8010 -3.3455 0.0 -0.1 -0.2
H 4.0552 -1.6396 -0.8776 0.0 -0.1 0.0
H 5.2871 -0.8321 -1.8128 0.1 -0.1 -0.3
H 5.7033 -4.2754 -3.3183 -0.4 0.0 -0.1
H 6.6844 -2.8339 -3.3970 0.0 0.0 0.3
C -4.1238 -1.9772 1.6030 -0.7 -0.1 0.9
C -5.6819 -1.8733 1.4977 1.3 0.2 -0.2
C -5.9972 -0.6472 2.3550 -0.8 -0.3 0.0
O -4.8448 0.1643 2.3518 0.4 0.4 -0.3
C -3.7134 -0.6947 2.3656 -0.1 -1.0 -0.3
H -3.6775 -2.1275 0.6242 0.2 0.2 0.0
H -3.8704 -2.8198 2.2495 0.1 -0.2 -0.4
H -6.0938 -2.8273 1.8099 -0.5 0.2 0.0
H -5.9276 -1.6598 0.4584 -0.3 -0.2 0.0
H -6.3251 -0.9237 3.3688 0.4 0.0 0.1
H -6.8261 -0.0718 1.9376 0.1 0.1 0.0
H -3.4948 -0.9752 3.4027 0.1 0.2 0.0
H -2.8145 -0.2920 1.8975 -0.2 0.7 0.2
```
Forces are in eV/Å.

Summary:
SMILES   CCOC(=O)OC.CCOC(=O)OC.CCOC(=O)OC.C1CCOC1.C1CCOC1.C1CCOC1.C1CCOC1.C1CCOC1.C1CCOC1.C1CCOC1.C1CCOC1
Electronic energy   -81859.26618 eV
LUMO   0.014 Eh
Multiplicity   1
E_HOMO   -9.149 eV
Kohn-Sham gap   9.5 eV

---

> The highest electronic energy belongs to which entry?

C16H29ClFN3